(1)
Molecular formula: C8H12F3N2O2
Method: DFT, ωB97M-V/def2-TZVPD

Structure (XYZ):
```
27
Properties=species:S:1:pos:R:3:forces:R:3:lowdin_charge:R:1
C -2.37832 0.53085 -0.65714 1.758 -1.241 2.713 -0.114
C -1.06998 -1.42081 0.55628 0.070 -0.657 -2.293 -0.529
C 0.43530 1.44116 1.42901 4.584 0.521 0.010 -0.107
C 1.31273 0.60720 0.38349 -0.185 0.923 -0.040 -0.106
C -0.95196 0.83781 1.35574 2.695 3.826 -1.497 -0.121
C 0.24524 0.33070 -0.70654 2.100 -1.057 2.616 -0.303
C 0.69676 -0.83950 -1.55603 -1.572 1.409 -3.471 -0.024
C -3.70287 0.26438 0.14733 0.544 0.628 1.137 -0.580
N -1.60555 -2.08194 -0.49330 -0.743 -1.044 0.520 0.233
N -0.92818 -0.00716 0.16198 -3.585 1.532 -0.935 -0.025
O -2.16459 1.10585 -1.61700 -0.480 1.010 -1.911 0.294
O -0.67886 -1.81513 1.59303 0.079 -0.442 0.968 0.212
F -3.46818 -0.31620 1.33979 0.101 0.063 -0.902 0.185
F -4.30570 1.42018 0.38596 0.180 -0.102 -0.336 0.215
F -4.42795 -0.49859 -0.60305 -0.834 -0.720 -0.504 0.240
H 0.94207 1.44714 2.46766 -1.142 -0.191 -1.576 0.154
H 0.63791 2.48893 1.02287 -1.270 -1.043 0.739 0.137
H 2.22030 1.21469 -0.05710 -1.777 -1.498 1.021 0.174
H 1.52316 -0.41447 0.65698 1.090 0.016 1.023 0.104
H -1.09545 0.30931 2.18546 -1.014 -2.342 3.104 0.090
H -1.53489 1.74643 1.35836 -1.338 -0.331 -0.641 0.152
H 0.16015 1.34089 -1.02427 -1.078 0.329 -1.769 0.149
H 0.70628 -1.87412 -1.15914 -0.064 1.043 -0.040 0.109
H 1.66368 -0.56753 -1.93408 0.772 -0.102 0.122 0.088
H 0.08827 -0.71704 -2.54916 0.769 -1.092 1.577 0.129
H -1.76876 -1.78158 -1.41361 0.154 1.654 -0.950 0.103
H -1.74123 -3.06166 -0.57746 0.185 -1.093 1.315 0.141
```
Forces are in eV/Å.

Lowest unoccupied orbital energy   -4.33 eV
Gap between HOMO and LUMO   10.73 eV
Energy above the lowest of the compared OMol25 structures with the same formula, charge and spin   19.92 kcal per mole
Charge   +1
Structure (SMILES)   C[C@@H]1CCC[N@@+]1(C(N)=O)C(=O)C(F)(F)F



(2)
Molecular formula: C8H12F7NO7PS2
Method: DFT, ωB97M-V/def2-TZVPD

Structure (XYZ):
```
38
Properties=species:S:1:pos:R:3:forces:R:3:lowdin_charge:R:1
O 2.34307 -0.43956 0.04743 0.152 0.877 -0.242 -0.074
C 2.76382 -0.29389 -1.12418 -0.801 -1.298 0.582 -0.746
O 2.99915 -1.20435 -1.93618 0.447 0.242 -0.616 -0.060
C 2.98970 1.15797 -1.62598 0.629 -0.490 0.755 -0.110
N 1.74213 1.97268 -1.55959 0.517 1.926 -1.524 -0.088
C 0.96803 1.93944 -2.76877 -0.170 -0.563 0.253 -0.509
F 1.20986 0.80332 -3.41611 0.214 -0.524 -0.022 0.163
F 1.28854 2.91867 -3.65285 -0.155 0.477 -0.065 0.121
C -0.58481 1.93216 -2.51063 0.547 -0.483 -0.739 -0.354
F -1.13179 3.14528 -2.51276 -0.078 0.388 0.555 0.157
F -1.12531 1.28073 -3.56307 -0.236 -0.087 -0.273 0.139
C -0.96418 1.09175 -1.26768 -1.053 -0.083 -0.292 -0.567
F -0.26864 -0.02020 -1.24792 0.358 -0.206 0.202 0.210
F -2.26344 0.73309 -1.40774 -0.142 0.156 0.052 0.141
F -0.87378 1.75493 -0.13395 0.335 0.192 0.205 0.172
P 2.00004 3.51936 -0.91934 -0.382 -0.397 3.312 0.189
O 1.00939 4.57555 -1.57200 0.147 -0.253 -1.263 -0.185
O 3.49677 4.02176 -1.18617 -0.268 -0.173 -1.009 -0.193
S 1.70170 3.51373 1.01050 0.197 0.214 -0.152 0.270
H 3.71576 1.58591 -0.93845 -0.173 0.164 0.195 0.104
H 3.46898 1.18039 -2.60032 -0.346 0.036 -0.275 0.120
H 0.59616 5.09798 -0.87688 -0.031 -0.136 0.284 0.064
H 3.74968 4.44045 -0.35282 0.168 -0.038 0.124 0.048
O -1.28273 -4.82934 3.17552 -0.174 -0.246 -0.104 -0.278
S -2.16100 -3.70491 3.28369 0.318 0.721 0.047 0.557
O -3.53151 -3.80633 2.88210 -0.076 -0.299 -0.011 -0.287
O -1.49619 -2.45235 2.58345 -0.116 -0.083 0.219 -0.259
C -1.08370 -2.56577 1.19756 0.159 0.036 -0.827 -0.222
C -2.26130 -2.55385 0.24124 -0.234 -0.163 0.203 -0.076
C -2.10629 -3.07913 4.92999 0.018 0.018 0.101 -0.129
H -0.47157 -3.45782 1.06378 -0.044 -0.043 0.195 0.121
H -0.44263 -1.70745 1.00577 0.055 0.026 0.283 0.119
H -2.88887 -3.43608 0.36837 0.028 -0.018 -0.007 0.065
H -1.90682 -2.53711 -0.78903 0.120 0.086 0.041 0.082
H -2.89051 -1.68054 0.41626 0.067 0.059 -0.057 0.080
H -1.06843 -2.97421 5.23324 0.008 0.013 -0.040 0.073
H -2.61735 -3.79909 5.56552 -0.006 -0.045 -0.052 0.070
H -2.62194 -2.12316 4.95802 0.004 -0.001 -0.037 0.072
```
Forces are in eV/Å.

Lowest unoccupied orbital energy   2.47 eV
Gap between HOMO and LUMO   7.20 eV
Charge   -1



(3)
Molecular formula: C8H12FN4
Method: DFT, ωB97M-V/def2-TZVPD

Structure (XYZ):
```
25
Properties=species:S:1:pos:R:3:forces:R:3:lowdin_charge:R:1
F -0.76490 0.23424 -0.16747 0.191 0.177 -0.283 -0.602
C -2.93425 0.29012 1.23326 -1.318 -0.805 0.476 -0.114
C -4.27505 0.27742 1.96235 1.609 0.044 -0.432 -0.269
N -5.22571 0.20874 2.60695 -0.034 0.077 -0.239 0.068
H -2.45512 1.25517 1.18041 -0.167 0.233 0.054 0.054
H -3.02163 -0.11412 0.22189 -0.133 0.284 0.199 0.061
H -2.24877 -0.38970 1.74313 -0.164 0.187 0.083 0.066
C 2.41481 1.55153 2.01074 0.218 -1.364 1.608 -0.067
C 1.28589 2.01526 2.83268 0.467 -0.143 -0.997 -0.286
N 0.40943 2.29125 3.51306 -0.296 0.260 0.359 0.119
H 3.15299 1.20906 2.77756 -0.285 0.127 -0.719 0.088
H 2.91073 2.27473 1.40084 -0.140 0.667 -0.359 0.063
H 2.12414 0.66836 1.42427 -0.110 0.452 0.074 0.071
C 0.57861 0.62020 -2.95377 -0.782 -1.260 -0.302 -0.090
C 1.00277 -0.04072 -4.23001 0.164 1.623 0.971 -0.283
N 1.50215 -0.32468 -5.22267 -0.155 -0.480 -0.315 0.090
H 1.34880 0.44162 -2.21409 0.183 0.113 0.112 0.060
H -0.31393 0.10089 -2.53714 0.471 0.644 -0.156 0.064
H 0.39356 1.70265 -3.05751 0.080 -0.644 -0.194 0.081
C 0.59107 -2.07917 0.01364 0.025 -1.767 -1.963 -0.088
C 0.82029 -2.93371 -1.22725 0.392 -0.719 -0.708 -0.268
N 1.04272 -3.62154 -2.15120 -0.591 1.609 2.060 0.071
H -0.17719 -1.31074 -0.16773 -0.251 0.406 0.056 0.004
H 1.50674 -1.55884 0.19924 0.603 0.227 0.335 0.043
H 0.33184 -2.76801 0.80881 0.024 0.051 0.281 0.063
```
Forces are in eV/Å.

Lowest unoccupied orbital energy   2.82 eV
Gap between HOMO and LUMO   8.74 eV
Charge   -1



(4)
Molecular formula: C8H12FeN2P
Method: DFT, ωB97M-V/def2-TZVPD

Structure (XYZ):
```
24
Properties=species:S:1:pos:R:3:forces:R:3:mulliken_spin:R:1
C -1.52781 0.09100 -1.74404 0.214 2.246 0.875 0.003
C -0.57151 0.72919 -2.57935 -0.521 0.387 0.227 -0.002
C -0.49330 2.11249 -2.21405 -0.620 -0.383 -0.020 0.005
C -1.44242 2.36973 -1.17275 0.683 -2.048 0.265 -0.007
C -2.03193 1.09946 -0.81802 0.944 -0.285 -1.335 0.019
Fe 0.28974 -1.02330 2.02880 -4.541 -3.405 1.278 3.522
P 0.67145 -2.56182 0.60152 -0.779 -0.886 -0.435 0.150
H -1.85380 -0.92659 -1.82236 -0.080 -0.385 0.101 -0.006
H -0.10162 0.24769 -3.44704 -0.008 0.325 0.438 -0.001
H 0.10284 2.87130 -2.72067 -0.087 -0.186 0.089 0.000
H -2.69103 0.89608 0.01729 -0.154 0.133 -0.124 0.007
H -1.58459 3.28388 -0.61412 -0.029 0.182 -0.125 -0.002
H 2.06156 -2.83120 0.45311 -0.256 -0.504 -0.364 0.016
H 0.10743 -2.58293 -0.72363 0.516 -0.328 0.385 0.017
H 0.12910 -3.76611 1.17638 0.674 0.071 -0.815 -0.018
N 1.35572 1.53010 1.43855 0.354 -0.486 0.551 0.104
C 2.39927 2.24303 1.87152 0.803 -0.285 0.639 0.091
C 3.19193 1.40440 2.65503 -0.277 0.619 -0.472 -0.047
C 2.56266 0.16832 2.67503 -1.254 0.734 -1.079 0.207
N 1.39575 0.27515 1.93352 4.511 4.180 0.138 -0.050
H 0.59910 1.86945 0.84286 -0.113 -0.541 -0.046 0.012
H 2.50939 3.27527 1.62445 0.046 0.316 -0.126 0.003
H 4.09572 1.66674 3.15348 0.392 0.156 0.142 -0.004
H 2.87661 -0.76514 3.14253 -0.420 0.373 -0.184 -0.019
```
Forces are in eV/Å.

Lowest unoccupied orbital energy (spin up / spin down)   3.21 / 3.06 eV
Gap between HOMO and LUMO (spin up / spin down)   4.51 / 5.95 eV
Energy above the lowest of the compared OMol25 structures with the same formula, charge and spin   11.35 kcal per mole
Charge   -1
Multiplicity   5



(5)
Molecular formula: C8H12IN3
Method: DFT, ωB97M-V/def2-TZVPD

Structure (XYZ):
```
24
Properties=species:S:1:pos:R:3:forces:R:3:lowdin_charge:R:1
C -1.53238 0.21138 1.38365 -0.913 1.254 -1.057 -0.241
C -2.08352 0.26977 0.15335 -0.565 -0.577 1.000 -0.655
C -0.16642 0.76164 1.62824 -0.155 0.518 -0.121 -0.156
C -1.38789 0.77249 -1.09056 -0.891 0.680 -0.132 -0.194
C 0.10422 0.70787 -0.88636 -1.608 -0.857 -0.980 -0.304
C 0.56727 0.51843 0.31965 3.145 -1.154 1.866 -0.308
C 0.93387 0.82692 -2.12810 -0.083 -0.925 0.359 -0.032
C 2.03047 0.04219 0.49721 -0.958 0.533 -0.191 -0.057
N 0.89091 -3.03693 -0.73175 0.099 0.411 0.812 0.200
N 0.46887 -2.80354 0.28864 -0.453 -0.340 -1.489 -0.313
N -0.04864 -2.76393 1.39161 -0.404 0.708 1.320 0.104
I -4.11008 -0.48187 -0.01702 0.944 0.440 -0.105 0.766
H -2.09954 -0.01235 2.25816 -0.600 -0.532 0.285 0.081
H -0.20405 1.91638 1.66020 -0.022 -1.643 0.766 0.153
H 0.24732 0.28957 2.62777 -0.325 1.117 -2.260 0.148
H -1.72513 0.17329 -1.98613 0.480 0.665 0.848 0.119
H -1.68264 1.84950 -1.27234 -0.077 -0.988 0.052 0.144
H 0.40258 0.51752 -3.03212 -0.026 0.261 0.146 0.085
H 1.86964 0.26803 -2.09564 -0.028 0.080 0.094 0.073
H 1.15314 1.87059 -2.12007 0.479 0.908 -0.785 0.083
H 2.60749 0.92820 0.19538 0.596 -0.531 0.267 0.076
H 2.21570 -0.81323 -0.26405 0.095 1.231 1.863 0.080
H 2.12889 -0.12745 1.62081 0.579 -0.389 -1.822 0.085
H -0.58008 -1.88444 1.59947 0.691 -0.869 -0.735 0.062
```
Forces are in eV/Å.

Lowest unoccupied orbital energy   0.43 eV
Gap between HOMO and LUMO   9.36 eV
Energy above the lowest of the compared OMol25 structures with the same formula, charge and spin   31.07 kcal per mole



(6)
Molecular formula: C8H12IN3O2
Method: DFT, ωB97M-V/def2-TZVPD

Structure (XYZ):
```
26
Properties=species:S:1:pos:R:3:forces:R:3:lowdin_charge:R:1
C -1.50462 -2.46282 -0.22872 -1.374 1.982 0.134 -0.253
C -0.70980 -2.73043 -2.19787 0.383 0.876 -0.635 -0.196
C -0.89295 -1.37926 -2.03310 1.191 1.181 -0.648 -0.309
C 0.13133 -3.42794 -3.23714 -0.886 -0.458 -0.734 -0.504
C -0.58220 -0.26682 -3.00363 -0.355 -3.932 -1.465 -0.017
C -0.10105 2.74835 3.36015 -0.615 2.501 -0.440 -0.069
C -0.14845 1.66380 2.32550 1.542 -2.699 2.272 -0.696
C -1.49906 1.08236 2.09309 -0.986 -0.976 -0.618 -0.548
N -1.21669 -3.34677 -1.09810 1.024 -2.517 0.017 0.071
N -1.33722 -1.16174 -0.76785 -0.537 -1.472 0.707 -0.291
N -0.00055 -4.77118 -3.19222 -3.699 -1.355 2.773 0.131
O 0.83181 -2.91960 -4.09649 0.183 0.920 0.445 0.029
O 0.46005 2.05159 1.17154 0.617 0.793 -2.216 -0.105
I -2.02490 0.68547 0.22869 -0.284 -0.071 0.368 1.580
H -2.04196 -2.69710 0.69698 0.483 0.470 -0.258 0.109
H -0.09647 -0.78140 -3.87820 -0.418 0.662 0.738 0.095
H -1.46328 0.19053 -3.35312 -1.177 0.761 -0.372 0.060
H 0.07526 0.40793 -2.63247 1.962 2.229 1.265 0.036
H -0.68369 3.68863 2.84504 1.723 -1.927 1.482 0.148
H 0.97377 2.94517 3.66617 -1.238 0.180 -0.700 0.101
H -0.61001 2.52635 4.29339 -0.274 -0.208 -0.069 0.069
H 0.44382 0.74174 2.72487 -0.515 1.334 -0.215 0.162
H -1.87560 0.25256 2.76056 0.472 1.391 -0.404 0.045
H -0.91194 -5.12122 -2.67593 2.939 0.811 -1.283 0.151
H 0.44250 -5.39971 -3.81760 0.363 -0.014 -0.642 0.086
H 1.06123 2.81373 1.22552 -0.525 -0.463 0.498 0.116
```
Forces are in eV/Å.

Lowest unoccupied orbital energy (spin up / spin down)   -0.89 / -0.89 eV
Gap between HOMO and LUMO (spin up / spin down)   7.36 / 7.36 eV
Energy above the lowest of the compared OMol25 structures with the same formula, charge and spin   0.00 kcal per mole



(7)
Molecular formula: C8H12N2
Method: DFT, ωB97M-V/def2-TZVPD

Structure (XYZ):
```
22
Properties=species:S:1:pos:R:3:forces:R:3:lowdin_charge:R:1
C -0.41732 2.26647 -1.91179 -0.315 1.030 -0.680 -0.277
C 0.11924 2.48290 0.59030 -0.958 -0.571 -3.577 0.063
C -1.03013 -0.65610 -1.23788 -1.562 -0.457 0.719 -0.132
C -0.16988 1.91845 -0.61490 0.899 -4.698 4.494 -0.145
C -0.23818 -0.08088 -0.37738 0.331 3.591 0.328 -0.155
C -1.60264 -2.02389 -1.11063 -1.815 -1.162 -0.930 -0.100
C 1.94681 -0.02128 0.33953 0.877 -1.943 2.327 -0.065
C 0.34247 -0.99866 1.95340 2.188 -0.277 -0.066 -0.051
N -0.62398 2.47273 -3.02446 -0.104 0.000 -0.494 0.162
N 0.57651 -0.42757 0.64758 0.978 -0.660 -0.753 -0.230
H 0.39591 1.93974 1.47563 -0.241 -0.175 0.022 0.052
H 0.02199 3.52861 0.54692 0.321 1.434 0.774 0.048
H -1.67053 0.00621 -1.77881 0.134 0.425 -0.867 0.090
H -1.31645 -2.57514 -0.20708 0.165 0.068 -0.410 0.064
H -1.52429 -2.65879 -2.03222 0.600 0.431 0.795 0.081
H -2.74156 -1.92775 -1.09685 1.325 0.101 0.396 0.096
H 1.85717 0.35141 -0.62570 0.734 0.749 -1.666 0.053
H 2.20488 0.78162 1.04526 0.599 -0.234 -0.288 0.080
H 2.72637 -0.90708 0.39267 -1.583 1.664 -0.040 0.131
H -0.52473 -1.58985 2.05687 -1.160 -0.307 -0.037 0.070
H 1.21472 -1.63630 2.27165 -0.677 0.050 -0.898 0.101
H 0.45364 -0.24484 2.69786 -0.736 0.942 0.850 0.064
```
Forces are in eV/Å.

Lowest unoccupied orbital energy   0.52 eV
Gap between HOMO and LUMO   8.77 eV
Energy above the lowest of the compared OMol25 structures with the same formula, charge and spin   121.14 kcal per mole



(8)
Molecular formula: C8H12N2O2
Method: DFT, ωB97M-V/def2-TZVPD

Structure (XYZ):
```
24
Properties=species:S:1:pos:R:3:forces:R:3:lowdin_charge:R:1
C -0.01675 2.46829 -0.04066 -0.725 -2.342 -3.701 0.016
C 0.37044 1.02787 -0.27936 0.308 -1.413 -0.429 -0.188
C 1.59087 0.46299 -0.07686 1.818 0.298 2.640 -0.134
C 1.83213 -1.02646 0.04724 -0.249 1.395 -1.332 -0.382
C 0.73729 -1.86442 -0.45145 -0.950 0.654 1.095 0.029
C -0.48184 -1.25199 -0.79574 3.930 0.720 0.070 -0.048
C -2.04733 0.47948 -0.65126 1.605 2.557 -0.779 -0.170
C -2.71353 0.26715 0.68879 -0.638 1.143 -0.304 -0.276
H 0.85212 2.93800 0.18220 2.227 1.844 1.418 0.048
H -0.37408 2.88507 -1.00239 0.278 -0.074 0.209 0.105
H -0.85290 2.52503 0.56382 -1.176 0.433 1.945 0.050
H 3.47347 0.66695 0.67258 -2.478 0.686 -0.553 0.139
H 0.90740 -2.92814 -0.19974 -0.581 0.531 -0.876 0.116
H -1.32698 -1.71768 -1.25438 -0.224 -0.538 0.294 0.104
H -2.17313 1.58942 -0.86596 0.200 -1.470 -0.281 0.120
H -2.51280 -0.11789 -1.43271 -0.457 0.262 0.123 0.115
H -3.61068 0.95842 0.58681 0.495 -0.944 0.375 0.120
H -2.17096 0.72221 1.60021 -0.369 -1.110 -1.517 0.145
H -3.95946 -1.37605 0.43688 0.476 0.199 0.407 0.086
H -3.09208 -1.17332 1.83879 -0.537 -1.312 0.670 0.054
N -0.57577 0.14317 -0.80179 -2.669 -0.984 0.954 -0.044
N -3.03931 -1.16408 0.84047 0.066 1.206 0.504 0.008
O 2.62792 1.23838 0.53621 0.212 -1.482 -0.951 -0.022
O 2.93683 -1.38876 0.45867 -0.562 -0.259 0.019 0.008
```
Forces are in eV/Å.

Lowest unoccupied orbital energy   0.55 eV
Gap between HOMO and LUMO   8.48 eV
Energy above the lowest of the compared OMol25 structures with the same formula, charge and spin   65.35 kcal per mole
Structure (SMILES)   Cc1c(O)c(=O)ccn1CCN



no.,maximum force (eV Å⁻¹),total energy (eV)
1,4.914,-23709.30500
2,3.357,-74299.12495
3,2.680,-17168.85710
4,6.151,-55141.25813
5,3.834,-21057.85552
6,4.817,-25152.48884
7,6.563,-11465.98488
8,4.439,-15564.07579